1.
Density functional theory data (ωB97M-V/def2-TZVPD) for the molecule C3H6N2O3.

* ΔE to the lowest compared entry with this formula, charge and spin: 14.2 kJ/mol
* highest occupied orbital energy: -9.94 eV
* max |F|: 0.6 eV Å⁻¹
* structure (SMILES): CNC(=O)NC(=O)O
* gap between HOMO and LUMO: 10.576 eV

Element x y z (Å)
C 0.04 -2.10 0.76
N -0.42 0.76 0.08
N -0.11 -1.45 -0.54
C -0.36 2.14 0.05
C 0.29 -0.13 -0.72
O 0.66 2.61 -0.66
O -1.16 2.83 0.62
O 1.09 0.19 -1.56
H 0.65 3.58 -0.65
H -1.20 0.39 0.62
H 0.30 -2.02 -1.27
H 1.09 -2.34 0.96
H -0.54 -3.01 0.76
H -0.32 -1.44 1.55

2.
Density functional theory data (ωB97M-V/def2-TZVPD) for a structure of composition C3H6N2O3 in a non-equilibrium geometry.

* ΔE to the lowest compared entry with this formula, charge and spin: 472.5 kJ/mol
* highest occupied orbital energy: -9.00 eV
* max |F|: 7.7 eV Å⁻¹
* gap between HOMO and LUMO: 9.320 eV

Element x y z (Å)
C -1.25 -0.18 0.10
C 0.08 0.38 -0.62
C 1.32 -0.27 -0.06
H -2.43 -1.84 0.32
H -0.75 -2.13 -0.42
H -2.58 1.47 -0.09
H -0.09 0.04 -1.75
H -0.22 1.79 0.51
H 2.34 0.10 1.76
N -1.53 -1.50 0.08
N -2.39 0.37 0.38
O 0.12 1.72 -0.66
O 1.52 0.47 1.19
O 2.15 -1.09 -0.53

3.
Density functional theory data (ωB97M-V/def2-TZVPD) for a structure of composition C3H6N2O3 in a non-equilibrium geometry.

* ΔE to the lowest compared entry with this formula, charge and spin: 750.1 kJ/mol
* highest occupied orbital energy: -9.26 eV
* max |F|: 6.5 eV Å⁻¹
* gap between HOMO and LUMO: 9.360 eV

Element x y z (Å)
C -0.23 -0.46 -0.07
C -1.75 0.07 -0.13
C 1.92 0.37 -0.29
H -0.38 2.21 0.13
H 0.01 -1.11 -0.90
H -0.01 -0.86 1.11
H -2.51 -1.65 0.65
H 2.68 1.27 -1.18
H 1.82 -1.78 0.59
N 0.66 0.72 -0.14
N 2.45 -0.81 -0.02
O 0.19 1.66 0.63
O -2.69 -0.90 0.04
O -2.18 1.27 -0.40

4.
Density functional theory data (ωB97M-V/def2-TZVPD) for the molecule C3H6N2O3 in a non-equilibrium geometry.

* ΔE to the lowest compared entry with this formula, charge and spin: 125.2 kJ/mol
* highest occupied orbital energy: -10.01 eV
* max |F|: 3.8 eV Å⁻¹
* structure (SMILES): NC(=O)C(O)C(N)=O
* gap between HOMO and LUMO: 10.569 eV

Element x y z (Å)
C -0.90 0.08 -0.64
C 0.44 0.48 -1.15
C -0.48 -0.13 0.98
N 1.37 -0.50 -0.69
N 0.24 0.82 1.64
O -1.25 -1.22 -1.09
O 0.81 1.60 -1.45
O -1.21 -0.90 1.61
H -1.81 -1.60 -0.38
H -1.68 0.82 -0.86
H 2.34 -0.28 -0.91
H 1.12 -1.47 -0.85
H 0.94 1.38 1.16
H 0.07 0.92 2.63

5.
Density functional theory data (ωB97M-V/def2-TZVPD) for the ion C3H6N2O3P with charge -1 in a non-equilibrium geometry.

* ΔE to the lowest compared entry with this formula, charge and spin: 179.5 kJ/mol
* highest occupied orbital energy: -4.76 eV
* max |F|: 5.1 eV Å⁻¹
* net charge: -1
* gap between HOMO and LUMO: 8.765 eV

Element x y z (Å)
C -1.15 -0.01 0.82
C 0.56 0.55 -0.68
C 0.81 -0.89 -0.34
N -0.54 1.14 0.10
N -0.09 -0.62 1.45
O -1.77 -0.91 -0.13
O -0.82 -2.19 -2.16
O -0.58 -3.26 0.21
P -0.59 -2.08 -0.72
H -1.92 0.19 1.42
H 1.49 1.24 -0.80
H 0.26 0.65 -1.77
H 1.85 -1.16 -0.04
H -1.05 1.85 -0.42
H -0.35 -1.56 1.59

6.
Density functional theory data (ωB97M-V/def2-TZVPD) for a cluster of 2 separate species, C3H6N2O3S in total in a non-equilibrium geometry.

* ΔE to the lowest compared entry with this formula, charge and spin: 260.9 kJ/mol
* highest occupied orbital energy: -10.23 eV
* max |F|: 5.0 eV Å⁻¹
* gap between HOMO and LUMO: 10.821 eV

Element x y z (Å)
C -2.98 1.41 0.67
C -1.80 1.56 0.70
C -0.34 1.45 0.58
N 0.28 0.71 1.53
N 1.83 -0.47 -1.05
O 0.31 2.01 -0.28
O 0.39 -1.89 0.34
O 0.31 -2.18 -1.94
S 0.23 -1.01 -0.77
H 0.11 -2.99 -1.48
H -4.02 1.24 0.69
H -0.14 0.06 2.15
H 1.16 0.54 1.16
H 1.94 0.49 -1.24
H 2.72 -0.94 -1.05

7.
Density functional theory data (ωB97M-V/def2-TZVPD) for the molecule C3H6N2O3S in a non-equilibrium geometry.

* ΔE to the lowest compared entry with this formula, charge and spin: 355.1 kJ/mol
* highest occupied orbital energy: -9.22 eV
* max |F|: 3.8 eV Å⁻¹
* structure (SMILES): NS(=O)(=O)N1CC=CO1
* gap between HOMO and LUMO: 9.680 eV

Element x y z (Å)
C -0.14 1.31 1.44
C 1.08 1.03 1.84
C -0.62 0.12 0.65
N 0.52 -0.71 0.59
N 0.53 -1.71 -1.83
O 1.40 0.67 -1.31
O 2.70 -1.28 -0.78
O 1.41 -0.26 1.59
S 1.41 -0.67 -0.82
H -0.81 2.08 1.63
H 1.76 1.59 2.41
H -1.41 -0.49 1.20
H -0.94 0.36 -0.39
H -0.40 -1.39 -1.59
H 0.60 -1.41 -2.80

8.
Density functional theory data (ωB97M-V/def2-TZVPD) for a cluster of 2 separate species, C3H6N2O4 in total in a non-equilibrium geometry.

* ΔE to the lowest compared entry with this formula, charge and spin: 554.9 kJ/mol
* highest occupied orbital energy: -8.61 eV
* max |F|: 4.7 eV Å⁻¹
* structure (SMILES): C/C(O)=[N+](/[O-])O.N=C=O
* gap between HOMO and LUMO: 9.073 eV

Element x y z (Å)
C 0.45 1.34 -1.41
C 0.28 -1.68 -0.15
C -0.61 -0.51 0.03
N 1.58 1.61 -1.09
N -0.56 0.26 1.08
O -0.54 1.27 -2.04
O -1.39 1.11 1.46
O 0.70 0.28 1.72
O -1.78 -0.73 -0.65
H -0.30 -2.48 0.00
H 1.06 -1.62 0.67
H 0.65 -1.74 -1.14
H 0.67 1.10 2.36
H 2.26 1.83 -0.40
H -2.47 -0.04 -0.44

9.
Density functional theory data (ωB97M-V/def2-TZVPD) for the molecule C3H6N2OS in a non-equilibrium geometry.

* ΔE to the lowest compared entry with this formula, charge and spin: 293.2 kJ/mol
* highest occupied orbital energy: -8.76 eV
* max |F|: 5.5 eV Å⁻¹
* structure (SMILES): N/C=N/CC(O)=S
* gap between HOMO and LUMO: 9.106 eV

Element x y z (Å)
C 1.28 -0.37 -0.01
C -0.70 0.27 0.90
C -1.95 0.26 0.07
H 3.01 0.24 -1.33
H 3.00 -1.32 -0.59
H 1.01 -1.45 0.44
H -0.40 -0.67 1.42
H -0.61 1.23 1.62
H -2.88 1.27 -1.31
N 2.63 -0.22 -0.45
N 0.44 0.52 0.01
O -2.30 1.41 -0.52
S -2.52 -1.19 -0.25

10.
Density functional theory data (ωB97M-V/def2-TZVPD) for the molecule C3H6N2OS in a non-equilibrium geometry.

* ΔE to the lowest compared entry with this formula, charge and spin: 235.2 kJ/mol
* highest occupied orbital energy: -8.42 eV
* max |F|: 1.6 eV Å⁻¹
* structure (SMILES): O/N=C1/NCCS1
* gap between HOMO and LUMO: 9.210 eV

Element x y z (Å)
C -0.35 -0.86 -0.09
C 0.65 1.05 0.84
C 0.69 1.42 -0.63
H -2.19 -3.03 -0.94
H 0.39 -0.84 1.78
H -0.26 1.56 1.31
H 1.57 1.35 1.35
H 0.45 2.44 -0.83
H 1.70 1.22 -1.07
N -0.94 -1.99 0.00
N 0.54 -0.40 0.86
O -1.73 -2.20 -1.15
S -0.51 0.30 -1.43

11.
Density functional theory data (ωB97M-V/def2-TZVPD) for the molecule C3H6N2OS in a non-equilibrium geometry.

* ΔE to the lowest compared entry with this formula, charge and spin: 264.9 kJ/mol
* highest occupied orbital energy: -8.68 eV
* max |F|: 1.3 eV Å⁻¹
* structure (SMILES): CNNC(=S)C=O
* gap between HOMO and LUMO: 7.758 eV

Element x y z (Å)
C -1.75 -0.72 0.44
C 1.48 0.03 -0.19
C 1.26 1.53 0.05
H -2.09 -1.73 0.21
H -1.23 -0.74 1.40
H -2.61 -0.03 0.49
H -0.76 0.70 -0.67
H 0.71 -1.68 -0.83
H 2.18 2.01 0.44
N -0.88 -0.28 -0.64
N 0.44 -0.73 -0.56
O 0.25 2.19 -0.18
S 3.01 -0.55 0.03

12.
Density functional theory data (ωB97M-V/def2-TZVPD) for the molecule C3H6N2OS2 in a non-equilibrium geometry.

* ΔE to the lowest compared entry with this formula, charge and spin: 326.1 kJ/mol
* highest occupied orbital energy: -8.66 eV
* max |F|: 2.1 eV Å⁻¹
* structure (SMILES): [H]/N=C(/CSC=S)NO
* gap between HOMO and LUMO: 8.473 eV

Element x y z (Å)
C -1.09 0.04 -1.32
C -0.74 1.26 -0.57
C 0.13 -0.37 1.48
H 1.64 0.18 -2.06
H -0.49 -1.03 -2.93
H -2.55 -1.26 -1.60
H -1.64 1.44 0.03
H -0.52 2.14 -1.17
H -0.90 -0.70 1.16
N -0.13 -0.49 -2.15
N -2.21 -0.49 -0.96
O 0.86 0.37 -2.62
S 0.64 1.00 0.53
S 0.87 -1.15 2.70

13.
Density functional theory data (ωB97M-V/def2-TZVPD) for the molecule C3H6N2S in a non-equilibrium geometry.

* ΔE to the lowest compared entry with this formula, charge and spin: 396.8 kJ/mol
* highest occupied orbital energy: -8.53 eV
* max |F|: 5.3 eV Å⁻¹
* gap between HOMO and LUMO: 9.265 eV

Element x y z (Å)
C 1.50 0.39 0.21
C 0.33 1.21 -0.24
C 0.01 -1.41 -0.43
N 1.55 -0.91 0.16
N -1.79 0.37 0.84
S -1.05 -0.07 -0.51
H 2.27 1.03 0.56
H -0.21 1.65 0.59
H 0.47 1.79 -1.05
H 0.01 -2.08 -1.23
H -0.34 -2.14 0.33
H -2.75 0.17 0.76

14.
Density functional theory data (ωB97M-V/def2-TZVPD) for the molecule C3H6N2S in a non-equilibrium geometry.

* ΔE to the lowest compared entry with this formula, charge and spin: 274.6 kJ/mol
* highest occupied orbital energy: -8.89 eV
* max |F|: 1.3 eV Å⁻¹
* structure (SMILES): S/N=C\N1CC1
* gap between HOMO and LUMO: 9.703 eV

Element x y z (Å)
C 0.31 1.32 -0.11
C -0.91 -0.85 -0.64
C -1.36 -0.41 0.70
H 3.53 -0.04 -0.02
H 0.05 2.39 -0.02
H 0.04 -1.38 -0.66
H -1.60 -1.12 -1.43
H -0.60 -0.64 1.47
H -2.38 -0.31 1.06
N 1.54 1.00 -0.05
N -0.90 0.57 -0.34
S 2.28 -0.54 0.03

15.
Density functional theory data (ωB97M-V/def2-TZVPD) for the molecule C3H6N2S in a non-equilibrium geometry.

* ΔE to the lowest compared entry with this formula, charge and spin: 397.0 kJ/mol
* highest occupied orbital energy: -8.13 eV
* max |F|: 6.1 eV Å⁻¹
* structure (SMILES): N/C=C\C=N/S
* gap between HOMO and LUMO: 8.688 eV

Element x y z (Å)
C 0.79 0.01 -0.75
C 0.96 -0.44 0.56
C -0.03 -0.05 1.54
H -0.89 1.84 -0.64
H -0.10 0.91 -2.18
H 1.62 -0.30 -1.36
H 1.79 -0.92 0.79
H 0.16 0.58 2.51
H -0.89 -1.57 -0.62
N 0.00 1.13 -1.20
N -1.33 -0.14 1.27
S -2.07 -1.04 0.08

16.
Density functional theory data (ωB97M-V/def2-TZVPD) for the molecule C3H6N2S2 in a non-equilibrium geometry.

* ΔE to the lowest compared entry with this formula, charge and spin: 134.9 kJ/mol
* highest occupied orbital energy: -8.49 eV
* max |F|: 3.0 eV Å⁻¹
* structure (SMILES): CN(C=S)/C=N/S
* gap between HOMO and LUMO: 8.307 eV

Element x y z (Å)
C 1.19 -1.83 -0.54
C 1.25 0.39 0.55
C -0.74 -0.32 -0.45
H 0.37 -2.42 -1.05
H 1.50 -2.37 0.35
H 2.06 -1.74 -1.19
H 0.58 1.19 0.81
H -1.19 -1.09 -1.13
H -3.38 1.86 -0.32
N 0.54 -0.60 -0.09
N -1.43 0.71 -0.11
S 2.87 0.30 0.88
S -3.11 0.59 -0.47

17.
Density functional theory data (ωB97M-V/def2-TZVPD) for the molecule C3H6N2S2 in a non-equilibrium geometry.

* ΔE to the lowest compared entry with this formula, charge and spin: 216.9 kJ/mol
* highest occupied orbital energy: -8.72 eV
* max |F|: 1.3 eV Å⁻¹
* structure (SMILES): C=CN(S)/C=N\S
* gap between HOMO and LUMO: 9.282 eV

Element x y z (Å)
C 0.09 -1.19 0.78
C -0.50 1.00 -0.26
C 0.44 1.72 0.37
H 1.47 -0.07 -1.22
H -0.47 -1.65 1.62
H -2.19 -1.72 -1.35
H -1.23 1.44 -0.92
H 0.61 2.77 0.13
H 1.14 1.27 1.03
N 1.34 -1.39 0.67
N -0.72 -0.37 -0.06
S 2.34 -0.87 -0.55
S -2.31 -0.95 -0.24

18.
Density functional theory data (ωB97M-V/def2-TZVPD) for a cluster of 2 separate species, C3H6N2S2 in total in a non-equilibrium geometry.

* ΔE to the lowest compared entry with this formula, charge and spin: 368.1 kJ/mol
* highest occupied orbital energy: -8.59 eV
* max |F|: 5.9 eV Å⁻¹
* gap between HOMO and LUMO: 8.236 eV

Element x y z (Å)
C -2.35 0.80 -0.17
C 1.29 -0.21 0.38
C 0.99 -0.04 -1.04
N -1.79 0.00 0.58
N -0.95 -0.34 1.29
S 1.36 1.16 1.33
S 1.83 -1.83 0.85
H -1.71 1.54 -0.59
H -3.43 0.62 -0.56
H 1.02 -1.13 -1.50
H 1.88 0.50 -1.45
H 0.11 0.61 -1.31
H 1.76 -1.69 2.19

19.
Density functional theory data (ωB97M-V/def2-TZVPD) for the ion C3H6N3 with charge +1 in a non-equilibrium geometry.

* ΔE to the lowest compared entry with this formula, charge and spin: 246.9 kJ/mol
* highest occupied orbital energy (alpha / beta): -14.44 / -13.38 eV
* max |F|: 6.6 eV Å⁻¹
* net charge: +1
* structure (SMILES): NC1=NC[NH+]=C1
* gap between HOMO and LUMO (alpha / beta): 8.521 / 7.998 eV

Element x y z (Å)
C -0.78 0.51 1.28
C -0.50 -0.08 -0.92
C 0.76 -0.32 -0.41
N -1.36 0.38 -0.01
N 0.53 0.11 1.31
N 1.93 -0.73 -0.81
H -1.37 -0.04 2.03
H -0.85 1.57 1.62
H -0.81 -0.23 -1.94
H -2.32 0.62 -0.22
H 2.09 -1.01 -1.77
H 2.69 -0.78 -0.16

20.
Density functional theory data (ωB97M-V/def2-TZVPD) for a structure of composition C3H6N3 in a non-equilibrium geometry.

* ΔE to the lowest compared entry with this formula, charge and spin: 655.3 kJ/mol
* highest occupied orbital energy: -13.91 eV
* max |F|: 4.9 eV Å⁻¹
* net charge: +1
* gap between HOMO and LUMO: 8.639 eV

Element x y z (Å)
C -1.10 -1.35 1.29
C -0.41 -0.48 0.56
C 0.18 1.06 -1.12
N -0.25 0.53 -3.35
N 0.05 0.68 -2.24
N 0.27 0.46 0.13
H -2.12 -1.05 1.63
H -0.97 -2.37 1.38
H 1.22 0.92 2.26
H 1.61 0.42 2.75
H 0.55 0.30 -4.04
H 0.99 0.89 0.74